Below is a structure of composition C11H25N5O8P2Sr at a distorted geometry, with properties calculated with ωB97M-V with the def2-TZVPD basis set.

Atoms and positions in Å:
Sr  0.425  -1.385  0.511
N  1.036  -2.978  4.238
C  0.171  -2.267  3.478
O  -0.393  -2.801  2.511
C  0.001  -0.824  3.805
C  1.061  -0.182  2.878
H  1.333  -3.873  3.889
H  1.649  -2.489  4.867
H  0.084  -0.653  4.889
H  -0.999  -0.511  3.501
H  2.062  -0.353  3.296
H  0.933  0.900  2.841
C  0.892  -3.891  -3.274
C  -0.219  -3.235  -2.462
O  -1.520  -3.432  -2.986
P  -0.211  -3.907  -0.726
O  -1.435  -3.129  0.024
O  -0.551  -5.436  -0.813
O  1.124  -3.629  -0.086
P  -0.027  -1.338  -2.429
O  1.481  -1.084  -1.757
O  -0.121  -0.799  -3.789
O  -1.002  -0.875  -1.330
H  0.586  -4.904  -3.540
H  1.817  -3.942  -2.700
H  1.065  -3.322  -4.189
H  -1.612  -2.889  -3.783
H  -1.465  -2.273  -0.523
H  -0.828  -5.853  0.016
H  2.146  -0.926  -2.440
C  0.535  2.843  1.189
N  0.004  1.881  0.212
C  0.561  2.221  -1.108
N  0.245  3.590  -1.515
C  0.772  4.501  -0.495
N  0.218  4.227  0.832
C  -1.240  4.351  0.750
N  -1.820  3.438  -0.237
C  -1.456  2.070  0.136
C  -1.215  3.727  -1.540
H  1.619  2.724  1.248
H  0.107  2.623  2.166
H  0.157  1.534  -1.854
H  1.648  2.111  -1.067
H  0.526  5.527  -0.777
H  1.858  4.398  -0.455
H  -1.493  5.377  0.475
H  -1.669  4.133  1.730
H  -1.857  1.377  -0.605
H  -1.889  1.841  1.113
H  -1.469  4.749  -1.831
H  -1.622  3.038  -2.282

E_tot (eV): -55063.0053
Net charge: 0
Largest force on an atom (eV Å⁻¹): 4.0
Kohn-Sham gap (eV): 6.9
Energy above the lowest of the compared OMol25 structures with the same formula, charge and spin (kcal/mol): 43.4

---

Below is a structure of composition C11H25NO2SSi3 at a distorted geometry, with properties calculated with ωB97M-V with the def2-TZVPD basis set.

Atoms and positions in Å:
C  1.117  -3.956  -0.609
C  0.235  -3.390  0.251
Si  -0.037  -1.584  0.099
S  0.732  -0.554  1.798
O  -1.605  -1.046  -0.022
Si  -1.977  0.200  -1.071
C  -0.700  1.568  -1.155
C  0.112  1.551  -2.456
O  1.164  2.496  -2.470
Si  2.622  2.192  -1.736
C  3.176  0.396  -1.850
C  2.681  2.708  0.072
C  3.867  3.216  -2.677
H  1.996  -4.498  -0.272
H  0.983  -3.837  -1.681
H  -0.204  -4.010  1.031
H  0.684  -1.141  -1.113
H  2.023  -0.902  1.738
H  -3.238  0.778  -0.561
H  -2.251  -0.300  -2.437
H  -1.288  2.491  -1.176
H  -0.062  1.621  -0.271
H  0.445  0.540  -2.709
H  -0.569  1.848  -3.256
H  2.668  -0.193  -2.613
H  3.070  -0.097  -0.882
H  4.247  0.403  -2.068
H  3.150  1.934  0.682
H  1.686  2.861  0.494
H  3.235  3.641  0.175
H  3.891  2.830  -3.700
H  4.868  3.126  -2.257
H  3.548  4.257  -2.728
N  -3.367  -1.392  2.624
C  -4.211  -0.439  3.121
C  -4.830  -0.958  4.227
C  -4.336  -2.279  4.406
C  -3.434  -2.514  3.401
H  -2.786  -1.283  1.810
H  -4.299  0.524  2.647
H  -5.555  -0.450  4.840
H  -4.610  -2.974  5.181
H  -2.838  -3.382  3.175

E_tot (eV): -51868.5202
Net charge: 0
Largest force on an atom (eV Å⁻¹): 1.7
Kohn-Sham gap (eV): 7.8